(1)
The following is a quantum chemistry calculation of the molecule C5H3NO2 at a distorted geometry, from the Open Molecules 2025 dataset.

Its highest occupied orbital energy is -10.138 eV. As for the orbital gap: 9.75 eV. For the relative energy (zero: lowest compared OMol25 entry of this formula, charge and spin), the calculation gives 4.473 eV. For the molecular weight, the calculation gives 109.084 g mol⁻¹.

ORCA input file:
```
! RIJCOSX wB97M-V def2-TZVPD def2/J DEFGRID3
* xyz 0 1
C 0.58 0.69 -1.24
C 0.39 -0.94 -1.44
C -0.13 -0.86 0.12
C -0.20 0.84 1.52
C 0.34 0.55 0.23
H -0.19 -1.25 -2.32
H 1.48 -1.57 -1.14
H -0.18 1.64 2.20
N -0.77 -1.48 1.11
O 0.51 1.46 -2.24
O -0.71 -0.23 2.03
*
```

(2)
The following is a quantum chemistry calculation of a cluster of 2 separate species, C3H6N5 in total at a distorted geometry, from the Open Molecules 2025 dataset.

Its highest occupied orbital energy is -13.929 eV. As for the orbital gap: 8.93 eV. For the relative energy (zero: lowest compared OMol25 entry of this formula, charge and spin), the calculation gives 4.607 eV. For the molecular weight, the calculation gives 112.116 g mol⁻¹.

ORCA input file:
```
! RIJCOSX wB97M-V def2-TZVPD def2/J DEFGRID3
* xyz 1 1
C -1.43 -0.44 -0.74
C 0.43 -0.77 0.47
C 0.11 0.75 0.46
N 1.75 -0.91 -0.01
N 2.19 0.19 -0.33
N -1.09 0.77 -0.36
N 1.35 1.19 -0.17
N -0.62 -1.37 -0.27
H -2.28 -0.65 -1.36
H 0.22 -1.40 2.21
H -0.05 1.27 1.41
H -1.64 1.60 -0.53
H 1.67 2.14 -0.27
H -0.62 -2.35 -0.50
*
```

(3)
The following is a quantum chemistry calculation of a structure of composition C18H27ClCuNO4P2 at a distorted geometry, from the Open Molecules 2025 dataset.

Its highest occupied orbital energy (spin up / spin down) is -10.871 / -10.870 eV. As for the orbital gap (spin up / spin down): 7.77 / 5.88 eV. The expectation value of S² is 0.754. For the molecular weight, the calculation gives 482.364 g mol⁻¹.

ORCA input file:
```
! RIJCOSX wB97M-V def2-TZVPD def2/J DEFGRID3
* xyz 1 2
Cu -0.04 0.22 -0.11
P -2.17 -0.20 -0.59
C -2.27 0.20 -2.40
C -0.92 0.78 -2.83
N 0.13 0.73 -1.98
C 1.40 0.90 -2.39
C 1.61 1.48 -3.65
C 0.52 1.79 -4.44
C -0.77 1.43 -4.07
C 2.59 0.48 -1.49
P 2.18 -1.12 -0.65
H -1.62 1.53 -4.71
H 2.65 1.75 -3.90
H 0.68 2.30 -5.40
H 3.52 0.40 -2.08
H 2.69 1.25 -0.70
H -2.49 -0.66 -3.02
H -3.13 0.89 -2.57
H -0.93 -2.67 -3.14
O -1.23 -2.57 -4.04
H -2.12 -2.99 -3.92
H 0.67 -2.72 -0.79
O -0.25 -3.04 -0.89
H -0.12 -3.98 -1.08
C 3.00 -2.32 -1.77
H 3.97 -1.96 -2.14
H 3.17 -3.28 -1.25
H 2.36 -2.54 -2.63
C 3.28 -1.12 0.84
H 2.83 -1.86 1.51
H 4.32 -1.41 0.64
H 3.22 -0.16 1.38
C -3.23 1.07 0.16
H -4.18 1.11 -0.39
H -3.41 0.90 1.22
H -2.72 2.03 0.08
C -3.10 -1.75 -0.35
H -3.31 -1.89 0.72
H -4.04 -1.71 -0.91
H -2.51 -2.61 -0.68
Cl -0.48 3.14 7.74
C -0.24 2.38 6.25
C 0.22 1.04 6.24
C 0.39 0.42 5.01
C 0.11 1.09 3.82
C -0.34 2.41 3.86
C -0.55 3.05 5.07
C 0.28 0.42 2.47
O 0.45 -0.81 2.33
O 0.23 1.27 1.48
H 0.45 0.53 7.17
H 0.73 -0.62 4.96
H -0.56 2.93 2.94
H -0.91 4.08 5.10
*
```

(4)
The following is a quantum chemistry calculation of a cluster of 5 separate species, C10H20Br10 in total at a distorted geometry, from the Open Molecules 2025 dataset.

Its highest occupied orbital energy is -10.023 eV. As for the orbital gap: 10.19 eV. For the relative energy (zero: lowest compared OMol25 entry of this formula, charge and spin), the calculation gives 1.018 eV. For the molecular weight, the calculation gives 939.310 g mol⁻¹.

ORCA input file:
```
! RIJCOSX wB97M-V def2-TZVPD def2/J DEFGRID3
* xyz 0 1
Br -1.50 -1.31 7.36
C -2.20 -2.06 5.68
C -2.64 -0.96 4.77
Br -3.35 -1.72 3.05
H -3.05 -2.69 5.92
H -1.49 -2.75 5.23
H -1.80 -0.34 4.46
H -3.47 -0.40 5.21
Br 3.99 -3.15 0.54
C 5.10 -1.53 0.31
C 4.16 -0.37 -0.09
Br 5.19 1.34 0.09
H 5.80 -1.85 -0.47
H 5.65 -1.27 1.22
H 3.39 -0.34 0.68
H 3.60 -0.49 -1.02
Br 2.29 -1.56 -3.10
C 0.47 -1.79 -3.79
C -0.22 -0.47 -3.52
Br -2.17 -0.72 -3.87
H 0.01 -2.61 -3.25
H 0.60 -2.12 -4.83
H 0.10 0.34 -4.18
H -0.25 -0.21 -2.47
Br -0.18 1.87 0.00
C -0.38 0.01 0.70
C 0.37 -0.19 2.00
Br 0.12 -2.09 2.59
H 0.00 -0.61 -0.11
H -1.43 -0.26 0.78
H 0.13 0.42 2.87
H 1.40 0.05 1.73
Br -4.15 2.44 -3.14
C -2.78 3.82 -3.62
C -1.78 3.68 -2.50
Br -0.37 5.05 -2.72
H -3.43 4.69 -3.73
H -2.33 3.57 -4.58
H -1.17 2.79 -2.64
H -2.24 3.79 -1.52
*
```